Record 1
ORCA calculation (ωB97M-V/def2-TZVPD) on a 3-piece molecular cluster, C22H41BrClFNO6P overall in a non-equilibrium geometry.

Last column: Löwdin charge in e.
Geometry (Å):
C -0.702435 -3.309457 -0.778808  0.049
C -0.111419 -2.371204 -1.506170  -0.131
C -0.553643 -0.927842 -1.640251  -0.227
C -0.184935 -0.259836 -0.235257  -0.276
C 1.103082 -0.798294 0.373093  -0.021
F -1.219987 -0.598039 0.638337  -0.004
C -2.106090 -0.772033 -1.615721  -0.457
O -2.951595 -1.568678 -1.558215  0.175
N -2.213191 0.628941 -1.730557  0.094
C -1.298659 0.919978 -2.867041  -0.402
P -1.001810 2.680706 -3.348650  0.631
O -1.342410 3.480924 -1.954290  -0.332
Cl -2.637684 3.099570 -4.595213  0.214
C -0.122015 -0.111694 -2.907640  -0.321
C 1.308237 0.441109 -2.934294  -0.142
C 1.657016 1.489947 -1.867482  -0.212
C 2.739838 2.486173 -2.309662  -0.147
C 2.851182 3.574067 -1.244744  -0.174
O 1.655246 4.374121 -1.165339  -0.036
C 1.034372 4.314176 0.022799  -0.386
O 0.907288 3.354241 0.683367  0.111
C -0.170054 -1.178510 -4.052348  -0.172
C -0.033960 -0.754167 -5.530320  -0.665
C -0.523174 0.611287 -5.974258  -0.188
Br 1.835808 -0.937047 -6.174984  0.673
H -0.808749 -4.295413 -1.207655  0.071
H -1.098782 -3.101917 0.205473  0.071
H 0.800420 -2.655779 -2.024086  0.114
H -0.155753 0.820190 -0.312408  0.117
H 0.924689 -1.700349 0.942488  0.083
H 1.494835 -0.075457 1.092473  0.085
H 1.884082 -0.942069 -0.369184  0.082
H -3.139576 0.980174 -1.949976  0.141
H -1.902598 0.565702 -3.716464  0.085
H -1.009471 4.381589 -2.083324  0.044
H 2.043097 -0.363097 -2.903011  0.126
H 1.443501 0.925491 -3.901675  0.079
H 0.807833 2.033252 -1.459017  0.065
H 2.094319 0.959274 -1.023413  0.096
H 2.487273 2.979374 -3.247767  0.116
H 3.676578 1.933809 -2.347852  0.126
H 3.149921 3.177918 -0.278694  0.128
H 3.656621 4.238533 -1.561155  0.124
H 0.603060 5.261574 0.373502  0.151
H 0.673066 -1.830514 -3.873658  0.074
H -1.077038 -1.775004 -3.926718  0.136
H -0.572443 -1.487312 -6.118989  0.082
H -0.437541 0.654979 -7.059855  0.074
H -1.569866 0.798799 -5.757869  0.039
H 0.111453 1.417666 -5.618154  0.044
C -2.510446 -1.558358 5.157056  -0.057
C -2.559262 -2.006906 3.703325  -0.499
C -3.962766 -1.883999 3.132003  -0.058
O -2.114256 -3.359636 3.602131  -0.054
H -3.159234 -2.182163 5.778529  0.083
H -1.499634 -1.659613 5.552128  0.052
H -2.824248 -0.518516 5.266126  0.083
H -1.870135 -1.404918 3.108616  0.122
H -4.660868 -2.517884 3.686942  0.081
H -3.981927 -2.216410 2.093339  0.079
H -4.319500 -0.853560 3.174822  0.081
H -2.714466 -3.907433 4.121213  0.085
C 1.495645 -1.359478 6.233390  -0.060
C 2.412454 -0.891719 5.115456  -0.494
C 2.521763 0.625708 5.088438  -0.063
O 1.913319 -1.360334 3.863604  -0.060
H 0.489668 -0.962274 6.078770  0.060
H 1.416431 -2.447300 6.236964  0.084
H 1.854630 -1.032884 7.211075  0.081
H 3.404653 -1.326702 5.244072  0.137
H 1.541865 1.079193 4.913973  0.081
H 3.173805 0.947503 4.275188  0.077
H 2.920185 1.011462 6.028521  0.078
H 1.034387 -0.983629 3.734954  0.077

Atomic forces in eV per Å
-0.236 -0.090 0.341
0.331 0.576 -1.134
0.897 -0.519 2.895
0.626 -0.383 -0.750
0.057 0.778 0.443
-0.100 0.124 0.325
2.845 2.553 -0.416
-2.254 -1.950 0.369
0.092 0.125 -0.607
-1.497 -0.190 -1.482
1.140 0.284 0.028
-0.213 -0.225 -0.441
-0.212 -0.184 0.470
0.387 -1.218 1.015
-0.378 1.166 0.431
0.731 -0.318 -0.176
-1.087 -0.064 1.078
1.094 -0.239 -1.097
0.482 0.430 0.372
-0.561 1.490 -0.492
0.170 -2.094 1.308
-0.179 0.977 -0.278
-0.369 0.147 0.143
0.366 -0.072 -0.675
-0.212 -0.032 0.143
1.151 -0.630 0.750
-1.365 0.135 -0.431
-0.645 -0.298 -1.156
-0.258 0.051 0.145
-0.031 -0.355 -0.217
-0.034 0.104 0.001
-0.051 -0.295 -0.052
-0.095 -0.218 0.230
0.241 0.504 -0.326
-0.073 -0.086 0.212
-0.100 -0.185 0.003
0.008 -0.097 -0.187
-0.167 -0.004 -0.289
-0.174 0.180 0.214
0.156 -0.217 -0.237
0.257 0.276 -0.383
-0.412 -0.125 0.191
-0.156 0.329 0.100
0.016 0.317 -0.641
-0.083 -0.314 0.145
-0.066 0.007 -0.194
0.141 -0.236 -0.083
-0.015 -0.002 -0.079
-0.063 -0.073 0.263
-0.123 0.138 0.324
0.179 0.075 0.040
-0.472 -0.192 0.368
0.007 0.027 -0.233
0.248 0.059 -0.146
-0.095 0.029 -0.073
0.000 0.007 -0.031
-0.023 -0.016 0.000
0.064 -0.146 -0.068
0.027 0.063 0.103
0.049 0.065 -0.007
-0.019 -0.017 0.006
0.025 0.047 -0.042
0.073 -0.188 0.092
-0.549 0.331 0.039
0.184 0.057 -0.071
0.277 -0.120 -0.103
0.041 0.114 0.058
0.047 0.011 -0.011
-0.029 0.024 -0.010
-0.024 -0.094 -0.167
-0.035 -0.049 0.092
0.032 -0.032 0.031
-0.026 0.017 -0.006
0.035 -0.048 0.023

Output
HOMO energy in eV: -8.462
Lowest unoccupied orbital energy in eV: 0.407
Calculated total energy in hartree: -4844.44646
SMILES: C=C[C@]1([C@H](C)F)C(=O)N[C@@H](P(O)Cl)[C@]1(CCCCOC=O)C[C@@H](C)Br.CC(C)O.CC(C)O
Total charge: 0

=====

Record 2
ORCA calculation (ωB97M-V/def2-TZVPD) on C22H41BrHfNOP3 as an isolated structure in a non-equilibrium geometry.

Last column: Löwdin charge in e.
Geometry (Å):
Hf -0.297118 0.141742 -0.255691  1.247
P -2.753631 0.902492 -0.049674  0.732
P 0.363642 1.192314 2.383642  0.765
P 0.679891 -0.539815 -2.591250  0.724
H 3.184923 -1.871869 3.564417  0.072
C 3.058691 -2.278065 2.552062  -0.050
C 3.733555 -1.808142 1.489966  -0.071
H 4.430082 -0.972565 1.488439  0.058
C -3.403260 0.017623 1.424611  -0.185
C -3.051482 2.653945 0.384490  -0.180
C -3.909840 0.543050 -1.387111  -0.195
C 2.069760 1.253216 3.059528  -0.224
C 0.049548 3.003497 2.318719  -0.238
C -0.547601 0.748154 3.913038  -0.243
C 2.450694 -0.898384 -2.766389  -0.201
C 0.359453 0.810247 -3.759772  -0.229
C -0.103284 -1.968110 -3.381946  -0.213
H 2.291375 -3.015866 2.380775  0.038
H 3.599326 -2.247070 0.502496  0.030
H -4.088477 -0.781066 1.103656  0.080
H -3.953722 0.737490 2.043542  0.089
H -2.621568 -0.461119 2.035886  0.027
H -4.024987 2.982963 0.009617  0.094
H -2.278733 3.299545 -0.060346  0.026
H -3.041991 2.789917 1.471779  0.066
H -4.891421 0.945048 -1.111561  0.096
H -3.993179 -0.536408 -1.541993  0.072
H -3.497464 0.963672 -2.311918  0.070
H 2.033337 1.722258 4.059774  0.086
H 2.696115 1.877779 2.405886  0.049
H 2.494483 0.239976 3.125336  0.018
H 0.182148 3.418148 3.329496  0.086
H -0.972147 3.210331 1.973573  0.021
H 0.763349 3.486440 1.637920  0.043
H -0.167940 1.349300 4.753418  0.079
H -0.383959 -0.315732 4.136751  0.062
H -1.622836 0.937922 3.787287  0.042
H 2.570049 -1.365032 -3.756997  0.084
H 2.782971 -1.578945 -1.965543  0.050
H 3.015337 0.042267 -2.712069  0.057
H 0.580601 0.424314 -4.766000  0.088
H 0.984428 1.679481 -3.514589  0.056
H -0.701593 1.090839 -3.668030  0.051
H 0.546712 -2.267380 -4.218436  0.083
H -1.095681 -1.678281 -3.757540  0.072
H -0.220947 -2.801116 -2.670986  0.030
C -0.432024 -3.055318 0.265747  -0.274
C -1.593094 -3.430798 0.965984  0.060
C -2.246475 -4.624630 0.629192  0.037
C -1.603362 -5.537245 -0.210270  0.079
C -0.316582 -5.270592 -0.701420  0.036
C 0.309262 -4.047599 -0.422330  0.054
O -0.118359 -1.751528 0.137079  -0.255
H -1.492930 1.146612 -1.230019  -0.034
H -2.053181 -2.722452 1.644420  0.120
H -3.262893 -4.818984 0.956044  0.146
H -2.137763 -6.436177 -0.526614  0.161
H 0.144112 -6.018104 -1.337482  0.148
H 1.321532 -3.856046 -0.771300  0.142
Br -0.316818 5.414291 -1.462783  0.884
C 1.000174 4.032776 -1.198055  -0.612
C 2.354191 4.253627 -1.112140  0.003
C 3.156745 3.154075 -0.793423  0.032
C 2.610231 1.902296 -0.517670  -0.089
N 1.256446 1.720242 -0.610524  -0.156
C 0.490266 2.758112 -1.097384  -0.272
H 2.719610 5.250825 -1.290424  0.145
H 4.227687 3.240717 -0.734862  0.140
H 3.227727 1.025132 -0.251802  0.135
H -0.542113 2.591761 -1.418226  0.056

Atomic forces in eV per Å
3.728 0.257 1.982
-3.060 1.371 0.464
0.093 0.989 1.082
-0.031 0.226 -1.329
0.016 -0.347 -0.453
0.322 1.129 -0.675
-0.554 0.037 0.166
0.136 -0.291 0.462
0.079 -1.139 0.450
0.870 0.422 -0.137
0.474 -0.476 -0.310
0.342 -0.410 -0.474
-0.201 -0.052 -0.328
-0.346 -0.508 -0.345
0.080 0.076 0.511
-0.023 -0.074 0.040
-0.387 -0.204 0.197
0.102 -0.463 0.306
-0.065 -0.128 0.123
0.157 0.250 -0.063
0.163 -0.006 -0.145
-0.225 0.313 -0.061
0.024 -0.253 -0.097
-0.326 -0.003 0.143
0.070 -0.123 -0.245
0.166 0.004 -0.197
-0.090 0.030 0.054
-0.485 0.183 0.112
-0.102 -0.222 -0.467
-0.080 -0.256 0.211
-0.071 0.478 0.044
-0.044 -0.118 -0.320
0.337 0.118 0.176
-0.193 -0.057 0.205
-0.109 -0.145 -0.361
-0.131 0.276 0.063
0.266 -0.089 0.174
0.172 0.176 0.368
0.059 0.170 -0.430
-0.019 -0.350 -0.075
-0.112 0.438 0.144
-0.119 -0.226 -0.293
0.322 -0.035 -0.342
-0.390 -0.041 0.189
0.273 -0.197 0.002
0.093 0.193 -0.415
0.747 1.313 0.030
-2.044 -0.914 -0.194
0.367 1.736 0.902
-0.305 -0.248 -0.619
1.046 1.070 0.073
0.140 -1.735 -0.796
-1.000 -2.545 0.435
-0.827 -0.304 -0.388
-0.073 -0.020 -0.089
0.231 -0.042 0.322
0.274 0.094 0.192
0.267 0.136 0.138
-0.228 0.103 -0.086
0.924 -0.603 -0.038
-1.817 0.790 -0.499
0.256 -0.480 0.346
0.097 -0.310 0.022
-0.831 0.172 0.031
-0.020 0.466 -1.346
1.160 -0.538 1.041
0.438 0.116 0.051
0.246 0.199 -0.024
-0.467 0.668 0.035
0.239 -0.045 0.357

Output
HOMO energy in eV: -19.822
Lowest unoccupied orbital energy in eV: -16.685
Calculated total energy in hartree: -4637.33355
Total charge: +4

=====

Record 3
ORCA calculation (ωB97M-V/def2-TZVPD) on C22H41BrNO3SiY as an isolated structure in a non-equilibrium geometry.

Last column: Löwdin charge in e.
Geometry (Å):
Y -0.889721 -0.108053 2.173327  1.365
O -2.072429 -1.422279 3.664423  -0.180
C -1.480746 -1.276974 5.007120  -0.170
C -2.176750 -0.170844 5.772092  -0.141
C -2.174153 1.188085 5.050053  -0.128
C -0.797585 1.766795 4.858339  -0.267
C -0.194835 2.511571 5.859333  0.022
C 1.077548 3.020995 5.662274  0.009
C 1.730762 2.773008 4.462189  -0.008
C 1.083762 2.016563 3.512220  -0.100
N -0.155906 1.517657 3.696628  -0.045
H -2.869950 -1.962874 3.722831  0.143
H -0.417913 -1.076454 4.837961  0.118
H -1.558233 -2.238948 5.509440  0.146
H -1.682950 -0.075261 6.741920  0.139
H -3.208751 -0.461482 5.978413  0.134
H -2.768495 1.891574 5.632949  0.137
H -2.696636 1.110774 4.086715  0.105
H -0.734376 2.699183 6.777663  0.137
H 1.556075 3.610503 6.432712  0.133
H 2.720999 3.155031 4.263703  0.128
H 1.569758 1.787977 2.568913  0.115
C 3.239903 -2.321207 2.264291  -0.019
O 2.316535 -1.234794 2.541918  -0.109
C 1.070356 -1.369810 2.112438  -0.576
O 0.636364 -2.349364 1.512579  -0.032
H 4.174191 -2.039852 2.736086  0.098
H 3.370079 -2.430747 1.189356  0.093
H 2.859687 -3.250644 2.681987  0.099
C 0.835651 -2.697706 -1.973273  -0.085
C -0.241484 -1.981499 -2.792938  -0.619
C -1.593148 -2.614895 -2.424836  -0.093
C 0.050305 -2.254713 -4.289556  -0.067
Si -0.206395 -0.107416 -2.600705  0.767
Br -1.567621 0.308770 -0.406975  0.423
C -1.399322 0.912534 -3.682045  -0.633
C -2.706808 0.164749 -3.981808  -0.093
C -0.663870 1.160197 -5.021497  -0.071
C -1.809915 2.283714 -3.118402  -0.113
C 1.457889 0.689567 -2.193906  -0.623
C 2.422790 0.246899 -3.321994  -0.065
C 1.415331 2.223607 -2.170909  -0.087
C 2.050296 0.236177 -0.861599  -0.104
H 0.757971 -3.767822 -2.182303  0.103
H 0.698309 -2.568993 -0.901983  0.055
H 1.852650 -2.398223 -2.238542  0.075
H -1.550061 -3.673914 -2.689954  0.100
H -2.443190 -2.185256 -2.942348  0.061
H -1.780174 -2.558098 -1.350648  0.059
H 0.129290 -3.336763 -4.416880  0.103
H 0.995359 -1.825466 -4.628239  0.079
H -0.739634 -1.909204 -4.955270  0.074
H -2.564683 -0.768881 -4.522712  0.073
H -3.325918 0.808590 -4.611062  0.100
H -3.277960 -0.043532 -3.075410  0.075
H -0.336929 0.246441 -5.517818  0.076
H 0.198525 1.817617 -4.912057  0.074
H -1.361133 1.658373 -5.699415  0.102
H -2.456669 2.195930 -2.247843  0.040
H -2.389272 2.796228 -3.890156  0.099
H -0.975517 2.930095 -2.864322  0.061
H 2.072034 0.523238 -4.316292  0.080
H 2.617999 -0.827349 -3.317945  0.072
H 3.378425 0.754440 -3.170571  0.102
H 1.135653 2.661002 -3.127398  0.074
H 2.418447 2.588585 -1.935367  0.098
H 0.733996 2.607457 -1.407745  0.078
H 2.075315 -0.844261 -0.735245  0.057
H 1.493854 0.673680 -0.024463  0.039
H 3.073020 0.615974 -0.787445  0.104

Atomic forces in eV per Å
0.337 -1.283 -0.179
0.217 0.184 0.023
-0.150 0.018 0.013
0.025 0.049 -0.020
0.008 -0.061 0.043
0.047 0.051 0.026
-0.058 -0.023 -0.066
0.048 0.009 -0.015
-0.041 -0.012 -0.024
0.048 0.005 -0.021
0.010 0.111 0.108
-0.023 -0.010 -0.178
-0.016 0.006 0.017
0.061 0.016 0.000
0.002 -0.004 0.001
0.002 -0.005 -0.008
-0.016 -0.019 -0.016
0.020 0.011 0.017
0.013 0.016 0.015
-0.007 0.004 0.013
0.010 0.006 0.013
-0.015 -0.031 0.018
-0.010 -0.083 -0.037
-0.095 -0.232 -0.180
0.133 0.773 0.478
-0.411 0.344 0.056
-0.005 0.005 -0.001
-0.008 0.002 0.010
0.002 0.011 -0.004
0.153 -0.079 -0.007
-0.055 -0.055 -0.068
0.085 -0.066 0.106
-0.023 0.002 -0.042
-0.327 0.377 -0.134
0.069 0.006 -0.148
0.026 -0.020 -0.101
-0.033 -0.033 -0.005
0.022 0.010 -0.017
0.032 0.015 0.003
0.081 0.062 -0.120
0.013 -0.063 -0.036
-0.006 0.011 -0.005
-0.018 -0.006 0.233
0.006 -0.009 0.013
-0.021 0.010 0.095
-0.128 -0.030 0.014
-0.010 -0.016 0.008
-0.036 0.060 -0.058
0.015 0.000 -0.013
-0.007 -0.015 -0.012
-0.011 0.005 0.020
-0.033 0.018 0.040
0.053 -0.003 -0.017
-0.007 -0.010 -0.007
-0.007 -0.011 0.020
0.004 -0.045 0.018
0.014 0.005 0.023
0.003 0.001 -0.005
-0.027 -0.017 0.036
0.006 -0.002 -0.009
0.048 -0.007 0.009
-0.047 0.026 -0.034
-0.011 0.110 0.021
0.014 -0.004 0.012
-0.004 -0.035 -0.016
0.005 0.013 0.014
0.008 -0.019 -0.003
0.021 0.036 0.033
-0.009 -0.045 0.028
0.012 -0.036 0.010

Output
HOMO energy in eV: -14.623
Lowest unoccupied orbital energy in eV: -6.153
Calculated total energy in hartree: -4044.79602
Total charge: +2